Entry 1:
{
  "formula": "C57H95N7O22S7",
  "method": "ωB97M-V/def2-TZVPD",
  "species": ["N", "C", "C", "C", "C", "C", "H", "H", "H", "H", "H", "N", "C", "C", "C", "C", "C", "H", "H", "H", "H", "H", "N", "C", "C", "C", "C", "C", "H", "H", "H", "H", "H", "N", "C", "C", "C", "C", "C", "H", "H", "H", "H", "H", "N", "C", "C", "C", "C", "C", "H", "H", "H", "H", "H", "N", "C", "C", "C", "C", "C", "H", "H", "H", "H", "H", "N", "C", "C", "C", "C", "C", "H", "H", "H", "H", "H", "C", "O", "H", "H", "H", "H", "O", "S", "O", "O", "C", "C", "C", "H", "H", "H", "H", "H", "H", "H", "H", "O", "S", "O", "O", "C", "C", "C", "H", "H", "H", "H", "H", "H", "H", "H", "O", "S", "O", "O", "C", "C", "C", "H", "H", "H", "H", "H", "H", "H", "H", "O", "S", "O", "O", "C", "C", "C", "H", "H", "H", "H", "H", "H", "H", "H", "O", "S", "O", "O", "C", "C", "C", "H", "H", "H", "H", "H", "H", "H", "H", "O", "S", "O", "O", "C", "C", "C", "H", "H", "H", "H", "H", "H", "H", "H", "O", "S", "O", "O", "C", "C", "C", "H", "H", "H", "H", "H", "H", "H", "H"],
  "xyz": [[4.043, -5.142, 5.241], [4.851, -5.185, 4.170], [4.689, -4.517, 2.962], [3.567, -3.711, 2.810], [2.771, -3.614, 3.924], [3.046, -4.315, 5.131], [5.635, -5.935, 4.299], [5.431, -4.768, 2.225], [3.439, -3.160, 1.870], [2.002, -2.889, 4.012], [2.344, -4.253, 5.951], [-6.357, 1.065, -2.998], [-7.008, 0.336, -3.900], [-6.566, -0.940, -4.298], [-5.470, -1.520, -3.677], [-4.722, -0.707, -2.870], [-5.162, 0.610, -2.641], [-7.981, 0.755, -4.218], [-7.092, -1.597, -5.025], [-5.184, -2.574, -3.760], [-3.806, -1.068, -2.437], [-4.450, 1.287, -2.253], [-2.512, -2.300, -6.414], [-3.456, -2.030, -7.357], [-3.838, -0.762, -7.654], [-3.168, 0.319, -6.967], [-2.366, 0.016, -5.913], [-2.054, -1.317, -5.660], [-3.895, -2.918, -7.900], [-4.594, -0.596, -8.382], [-3.484, 1.362, -7.108], [-1.904, 0.790, -5.308], [-1.441, -1.635, -4.803], [-3.033, 1.798, 1.267], [-3.262, 2.509, 2.327], [-4.467, 2.436, 3.057], [-5.429, 1.561, 2.649], [-5.127, 0.737, 1.567], [-3.977, 0.864, 0.938], [-2.582, 3.297, 2.665], [-4.619, 3.030, 3.905], [-6.338, 1.323, 3.241], [-5.809, -0.067, 1.293], [-3.652, 0.219, 0.102], [0.081, 3.572, -6.630], [-0.945, 4.026, -5.905], [-2.147, 4.433, -6.518], [-2.368, 4.181, -7.844], [-1.284, 3.741, -8.601], [-0.112, 3.398, -7.977], [-0.796, 4.128, -4.806], [-2.921, 4.927, -5.900], [-3.233, 4.527, -8.352], [-1.437, 3.653, -9.672], [0.758, 3.085, -8.537], [0.383, -4.776, -4.792], [0.988, -3.940, -3.944], [0.488, -3.755, -2.663], [-0.724, -4.260, -2.279], [-1.372, -5.130, -3.175], [-0.785, -5.326, -4.413], [1.805, -3.456, -4.447], [1.035, -3.041, -2.000], [-1.130, -4.092, -1.296], [-2.267, -5.644, -2.815], [-1.279, -5.941, -5.168], [4.710, 1.571, 1.576], [5.311, 2.730, 1.945], [6.660, 2.870, 1.741], [7.362, 1.802, 1.161], [6.762, 0.594, 0.949], [5.406, 0.561, 1.085], [4.859, 3.527, 2.508], [7.165, 3.839, 1.952], [8.394, 2.038, 0.970], [7.330, -0.274, 0.678], [4.813, -0.315, 0.782], [1.363, -0.467, -7.095], [1.050, -1.276, -5.994], [2.412, -0.168, -7.064], [1.153, -1.013, -8.027], [0.786, 0.479, -7.074], [0.340, -1.887, -6.125], [-2.988, 4.887, -3.439], [-2.742, 4.008, -2.340], [-2.380, 2.647, -2.581], [-1.674, 4.773, -1.582], [-0.859, 4.021, -0.457], [0.562, 3.903, -1.048], [-4.154, 4.113, -1.223], [-1.398, 3.117, -0.201], [-0.902, 4.776, 0.333], [0.983, 4.891, -1.184], [0.303, 3.431, -2.017], [1.207, 3.221, -0.514], [-3.861, 3.701, -0.248], [-5.011, 3.654, -1.645], [-4.363, 5.203, -1.141], [2.650, 4.044, 5.886], [2.205, 2.788, 6.457], [0.949, 2.802, 7.198], [2.053, 1.771, 5.355], [2.899, 1.522, 4.183], [3.036, -0.013, 3.971], [3.500, 2.262, 7.487], [3.830, 2.042, 4.358], [2.388, 2.040, 3.369], [3.076, -0.179, 2.916], [2.056, -0.417, 4.299], [3.846, -0.418, 4.508], [3.650, 2.948, 8.356], [4.416, 2.257, 6.844], [3.337, 1.234, 7.807], [0.391, 3.119, 2.700], [0.191, 4.441, 3.311], [-0.984, 5.157, 2.910], [0.088, 4.184, 4.825], [-0.339, 5.396, 5.651], [-1.490, 4.950, 6.480], [1.700, 5.394, 3.028], [-0.557, 6.124, 4.850], [0.598, 5.593, 6.124], [-2.161, 5.748, 6.926], [-1.230, 4.278, 7.317], [-2.097, 4.390, 5.809], [2.512, 4.947, 3.608], [1.617, 6.420, 3.432], [1.847, 5.465, 1.914], [-2.956, -5.041, 2.047], [-2.028, -6.090, 2.332], [-1.855, -7.151, 1.390], [-0.599, -5.501, 2.755], [0.153, -4.836, 1.650], [0.729, -5.903, 0.681], [-2.480, -6.624, 4.029], [0.806, -4.165, 2.157], [-0.439, -4.068, 1.167], [1.171, -6.639, 1.348], [1.451, -5.466, -0.050], [-0.171, -6.282, 0.111], [-3.405, -7.135, 3.995], [-2.474, -5.708, 4.603], [-1.660, -7.220, 4.343], [5.976, -3.626, -2.386], [4.893, -2.997, -1.758], [4.999, -2.079, -0.685], [3.925, -2.391, -2.947], [3.500, -1.031, -2.895], [4.541, 0.012, -3.309], [3.837, -4.257, -1.156], [3.251, -0.766, -1.821], [2.590, -1.082, -3.485], [4.847, -0.073, -4.310], [5.375, -0.238, -2.671], [4.243, 1.053, -3.222], [4.349, -4.645, -0.276], [3.748, -5.023, -1.973], [2.890, -3.825, -0.867], [-0.895, -1.617, 0.078], [0.458, -1.177, 0.151], [1.435, -2.128, 0.569], [0.847, -0.613, -1.262], [-0.185, 0.340, -1.793], [0.300, 0.980, -3.050], [0.562, 0.133, 1.304], [-0.424, 1.052, -1.008], [-1.133, -0.171, -1.959], [-0.367, 1.815, -3.261], [0.232, 0.247, -3.835], [1.306, 1.315, -2.936], [1.478, 0.653, 1.596], [0.235, -0.447, 2.241], [-0.180, 0.942, 1.091], [-0.002, -1.599, 4.230], [-1.379, -2.043, 4.533], [-1.649, -3.436, 4.820], [-1.995, -1.183, 5.658], [-1.267, 0.089, 6.087], [-1.569, 1.198, 5.142], [-2.401, -1.649, 3.207], [-0.273, -0.247, 6.240], [-1.692, 0.217, 7.101], [-2.624, 1.381, 5.183], [-1.326, 1.028, 4.080], [-1.069, 2.091, 5.482], [-2.437, -2.439, 2.482], [-2.013, -0.754, 2.652], [-3.505, -1.538, 3.487]],
  "mulliken_charge": [-0.612, -0.316, -0.971, 0.406, 0.158, -0.678, 0.369, 0.473, 0.271, 0.469, 0.414, -0.518, -0.466, -0.346, -0.431, -0.492, 0.262, 0.396, 0.352, 0.419, 0.469, 0.281, -0.357, -0.577, -0.532, -0.451, -0.007, -1.024, 0.295, 0.477, 0.458, 0.370, 1.280, 0.794, -0.196, -0.728, -0.712, -0.705, -0.641, 0.255, 0.647, 0.339, 0.479, 0.487, -0.520, -0.121, -0.152, -0.554, -0.327, -0.346, 0.377, 0.361, 0.489, 0.384, 0.389, -0.599, -0.964, 0.986, -0.307, -1.038, -0.399, 0.796, -0.217, 0.846, 0.456, 0.370, 0.172, -0.080, -0.735, -0.230, -1.092, -0.167, 0.301, 0.359, 0.396, 0.463, 0.689, -0.679, -0.277, 0.255, 0.316, 0.173, 0.227, -0.672, 0.773, 0.068, -0.449, 1.064, -0.743, -0.821, -0.602, 0.263, 0.507, -0.165, 0.062, -0.022, 0.393, 0.404, -0.681, 1.224, -0.703, -0.371, 0.171, -0.438, -1.007, 0.942, -0.518, -0.466, -0.006, 0.740, 0.367, 0.315, 0.338, -0.197, 0.863, -0.712, 0.175, -0.613, -0.908, -1.008, 0.617, 0.379, 0.380, 0.228, 0.099, 0.193, 0.344, 0.350, -0.600, 1.156, -0.653, -0.184, 0.634, -0.867, -0.894, -0.307, 0.117, 0.382, 0.008, 0.316, 0.408, 0.195, 0.349, -0.726, 1.111, -0.399, -0.336, 1.246, -1.572, -0.351, -0.171, -0.169, 0.404, 0.321, 0.333, 0.304, 0.461, -0.467, -0.572, 0.813, 0.118, 0.706, 1.783, -1.032, 1.006, -1.008, 0.076, -0.308, -0.048, 0.450, 0.000, -0.765, -1.030, -0.434, 0.748, -0.616, -0.440, -0.835, 0.736, 0.087, 0.428, 0.293, 0.403, -0.338, -0.377, 0.106, -0.485, 0.474],
  "e_homo_ha": -0.3374,
  "energy_ha": -7054.59292,
  "homo_lumo_gap_ev": 9.22
}



Entry 2:
{
  "formula": "C57H99InN5NiO13",
  "method": "ωB97M-V/def2-TZVPD",
  "species": ["Ni", "In", "C", "C", "C", "O", "C", "C", "C", "O", "O", "O", "H", "H", "C", "C", "C", "O", "C", "C", "C", "O", "O", "O", "H", "H", "C", "C", "C", "C", "C", "C", "N", "O", "C", "C", "C", "H", "H", "H", "H", "H", "H", "H", "H", "H", "H", "H", "H", "H", "H", "H", "H", "H", "H", "H", "C", "C", "C", "C", "C", "C", "N", "O", "C", "C", "C", "H", "H", "H", "H", "H", "H", "H", "H", "H", "H", "H", "H", "H", "H", "H", "H", "H", "H", "H", "C", "C", "C", "C", "C", "C", "N", "O", "C", "C", "C", "H", "H", "H", "H", "H", "H", "H", "H", "H", "H", "H", "H", "H", "H", "H", "H", "H", "H", "H", "C", "C", "C", "C", "C", "C", "N", "O", "C", "C", "C", "H", "H", "H", "H", "H", "H", "H", "H", "H", "H", "H", "H", "H", "H", "H", "H", "H", "H", "H", "C", "C", "C", "C", "C", "C", "N", "O", "C", "C", "C", "H", "H", "H", "H", "H", "H", "H", "H", "H", "H", "H", "H", "H", "H", "H", "H", "H", "H", "H"],
  "xyz": [[1.312, -0.142, 3.157], [-1.813, 3.455, 1.371], [2.087, 4.408, 4.456], [2.988, 4.214, 5.600], [4.131, 3.156, 5.529], [4.823, 3.080, 6.563], [4.026, 2.240, 4.408], [3.085, 2.377, 3.422], [2.134, 3.524, 3.440], [1.194, 3.737, 2.569], [3.014, 1.410, 2.607], [2.805, 4.665, 6.752], [1.418, 5.252, 4.530], [4.819, 1.507, 4.441], [0.974, 0.166, 0.101], [0.726, -1.041, 0.643], [-0.616, -1.796, 0.551], [-0.875, -2.976, 0.884], [-1.707, -1.088, 0.096], [-1.569, 0.351, -0.302], [-0.157, 0.950, -0.503], [-0.070, 2.176, -0.729], [-2.515, 1.182, -0.403], [1.677, -1.470, 1.440], [1.964, 0.557, 0.284], [-2.695, -1.524, 0.073], [0.014, 7.315, 1.091], [-0.165, 7.179, -0.463], [1.218, 6.820, -0.910], [1.371, 6.487, -2.373], [0.373, 5.406, -2.811], [-1.031, 5.659, -2.357], [-1.118, 6.075, -0.857], [-2.358, 6.226, -0.380], [-1.630, 6.733, -3.243], [-1.844, 4.336, -2.590], [-0.572, 8.583, -0.932], [0.561, 8.226, 1.336], [0.431, 6.369, 1.436], [-0.948, 7.426, 1.591], [1.882, 7.596, -0.528], [1.639, 5.946, -0.411], [2.355, 6.182, -2.729], [1.130, 7.356, -2.986], [0.663, 4.418, -2.455], [0.394, 5.453, -3.900], [-1.935, 6.275, -4.184], [-2.486, 7.242, -2.798], [-0.982, 7.548, -3.566], [-1.895, 3.963, -3.613], [-1.508, 3.484, -1.998], [-2.909, 4.503, -2.433], [0.117, 9.374, -0.635], [-1.588, 8.801, -0.603], [-0.597, 8.794, -2.001], [-2.536, 7.143, -0.605], [4.686, -0.001, -6.428], [3.751, -0.081, -5.219], [3.731, 1.318, -4.537], [2.819, 1.584, -3.425], [1.357, 1.127, -3.874], [1.260, -0.294, -4.499], [2.339, -0.426, -5.568], [2.240, -1.586, -6.313], [1.357, -1.316, -3.334], [-0.174, -0.459, -5.129], [4.367, -1.134, -4.240], [5.552, 0.645, -6.284], [4.213, 0.543, -7.246], [5.016, -0.933, -6.886], [4.777, 1.501, -4.292], [3.433, 2.016, -5.320], [2.837, 2.645, -3.174], [3.122, 1.024, -2.541], [0.969, 1.867, -4.574], [0.726, 1.124, -2.986], [2.031, -0.918, -2.576], [0.421, -1.713, -2.942], [1.825, -2.202, -3.765], [-0.932, -0.119, -4.423], [-0.292, 0.055, -6.083], [-0.334, -1.534, -5.209], [4.124, -2.145, -4.569], [4.043, -0.877, -3.232], [5.445, -1.031, -4.122], [1.544, -1.437, -6.957], [-6.268, 0.474, 3.253], [-5.214, 0.594, 2.118], [-5.528, -0.501, 0.981], [-6.664, 0.057, 0.115], [-6.162, 1.383, -0.515], [-5.935, 2.412, 0.565], [-5.003, 1.935, 1.568], [-4.513, 2.872, 2.545], [-5.243, 3.585, -0.174], [-7.317, 2.952, 1.182], [-3.899, 0.063, 2.662], [-7.294, 0.708, 2.969], [-6.103, 1.269, 3.980], [-6.294, -0.523, 3.692], [-4.676, -0.565, 0.304], [-5.718, -1.504, 1.364], [-7.597, 0.200, 0.661], [-6.728, -0.739, -0.626], [-6.905, 1.641, -1.269], [-5.342, 1.240, -1.218], [-4.430, 3.199, -0.789], [-6.018, 3.862, -0.888], [-5.082, 4.430, 0.496], [-7.984, 3.313, 0.400], [-7.903, 2.216, 1.732], [-7.213, 3.837, 1.810], [-3.860, -1.026, 2.708], [-3.689, 0.544, 3.617], [-2.992, 0.347, 2.129], [-5.307, 3.032, 3.060], [4.308, -2.478, 5.980], [3.761, -2.300, 4.592], [3.958, -3.592, 3.779], [2.960, -4.771, 4.130], [1.553, -4.203, 4.113], [1.244, -2.958, 5.026], [2.307, -1.969, 4.580], [2.095, -0.702, 5.051], [-0.140, -2.483, 4.612], [1.199, -3.365, 6.475], [4.560, -1.334, 3.825], [3.878, -3.241, 6.629], [4.460, -1.522, 6.481], [5.360, -2.728, 5.837], [3.768, -3.511, 2.709], [4.990, -3.941, 3.834], [3.180, -5.014, 5.169], [3.091, -5.520, 3.349], [0.804, -4.971, 4.304], [1.357, -3.841, 3.104], [-0.906, -3.257, 4.631], [-0.549, -1.834, 5.387], [-0.117, -2.091, 3.594], [1.940, -4.111, 6.764], [1.287, -2.449, 7.059], [0.318, -3.911, 6.810], [5.559, -1.704, 3.596], [4.665, -0.490, 4.507], [4.122, -1.054, 2.867], [2.120, -0.777, 6.008], [-1.106, -4.332, -2.334], [-1.228, -5.883, -2.106], [-0.971, -6.847, -3.358], [0.494, -6.811, -3.795], [1.353, -7.362, -2.706], [1.213, -6.663, -1.343], [-0.247, -6.388, -1.105], [-0.557, -6.139, 0.284], [1.725, -7.674, -0.337], [2.079, -5.325, -1.355], [-2.644, -6.210, -1.763], [-1.568, -3.909, -1.442], [-1.639, -4.100, -3.256], [-0.094, -3.940, -2.434], [-1.183, -7.904, -3.197], [-1.657, -6.553, -4.153], [0.810, -5.784, -3.976], [0.608, -7.463, -4.661], [2.356, -7.111, -3.053], [1.372, -8.451, -2.746], [2.769, -7.940, -0.502], [1.672, -7.390, 0.714], [1.139, -8.592, -0.368], [2.335, -4.828, -2.291], [1.635, -4.623, -0.649], [3.060, -5.430, -0.891], [-2.902, -6.028, -0.720], [-2.885, -7.245, -2.005], [-3.241, -5.592, -2.433], [-0.409, -5.200, 0.421]],
  "lowdin_spin": [1.316, -0.002, 0.380, 0.015, 0.006, 0.016, 0.087, -0.007, 0.037, 0.304, 0.004, 0.161, 0.014, 0.004, 0.252, 0.010, 0.005, 0.038, 0.058, -0.011, 0.016, 0.083, -0.032, 0.202, 0.007, 0.002, 0.000, 0.000, 0.000, 0.000, 0.000, 0.000, 0.000, 0.000, 0.000, 0.000, 0.000, 0.000, 0.000, 0.000, 0.000, 0.000, 0.000, 0.000, 0.000, 0.000, 0.000, 0.000, 0.000, 0.000, 0.000, 0.000, 0.000, 0.000, 0.000, 0.000, 0.000, 0.000, 0.000, 0.000, 0.000, 0.000, 0.000, 0.000, 0.003, 0.000, 0.000, 0.000, 0.000, 0.000, 0.000, 0.000, 0.000, 0.000, 0.000, 0.000, 0.002, 0.000, 0.000, 0.000, 0.000, 0.000, 0.000, 0.000, 0.000, 0.000, 0.000, 0.000, 0.000, 0.000, 0.000, 0.000, 0.000, 0.000, 0.000, 0.000, 0.001, 0.000, 0.000, 0.000, 0.000, 0.000, 0.000, 0.000, 0.000, 0.000, 0.000, 0.000, 0.000, 0.000, 0.000, 0.000, 0.000, 0.000, 0.001, 0.000, 0.001, 0.001, 0.000, 0.000, 0.000, 0.000, 0.010, 0.007, 0.005, 0.001, 0.000, 0.000, 0.000, 0.000, 0.000, 0.000, 0.000, 0.000, 0.000, 0.000, 0.001, 0.000, 0.002, 0.000, 0.000, 0.000, 0.000, 0.000, 0.000, 0.001, 0.000, 0.000, 0.000, 0.000, 0.000, 0.000, 0.000, 0.000, 0.000, 0.000, 0.000, 0.000, 0.000, 0.000, 0.000, 0.000, 0.000, 0.000, 0.000, 0.000, 0.000, 0.000, 0.000, 0.000, 0.000, 0.000, 0.000, 0.000, 0.000, 0.000],
  "spin_multiplicity": 4,
  "s_squared": 3.825,
  "e_homo_ha": [-0.2738, -0.2735],
  "energy_ha": -5181.04528,
  "homo_lumo_gap_ev": [6.36, 4.67]
}